Entry 1:
Molecular formula: C14H11Cl4NO3V
Method: DFT, ωB97M-V/def2-TZVPD

The geometry in ORCA input format:
```
! wB97M-V def2-TZVPD RIJCOSX def2/J DEFGRID3
* xyz 1 3
V 0.00731 0.87890 0.26322
O -0.92265 -0.60875 -0.85565
C -0.23136 -1.80372 -1.20400
C 0.17373 -2.53041 0.07098
C 1.30262 -1.76104 0.78487
C 2.29008 -0.99909 -0.02099
C 3.60535 -1.46555 -0.18003
C 4.44709 -0.62336 -0.89647
C 3.97367 0.58336 -1.45123
C 2.68630 0.96614 -1.16072
N 1.90584 0.23171 -0.37122
H -1.83141 -0.59365 -1.18058
H 0.66783 -1.53802 -1.82169
H -0.87459 -2.43094 -1.79102
H 0.49471 -3.52700 -0.30255
H -0.64239 -2.80429 0.75378
H 1.88141 -2.47662 1.41652
H 0.93408 -1.01430 1.55333
H 3.88173 -2.38854 0.29973
H 5.49105 -0.87326 -1.04975
H 4.48152 1.16676 -2.20032
H 2.31792 1.89077 -1.46052
Cl -5.62001 2.54966 -0.44525
C -4.14370 2.23520 0.29967
C -4.17409 1.49960 1.47528
Cl -5.65820 0.81796 2.00442
C -2.99196 1.12892 2.12636
Cl -3.10360 0.05018 3.47442
C -1.76639 1.54207 1.61666
O -0.54093 1.07630 2.04834
C -1.75490 2.31222 0.40416
O -0.51934 2.55052 -0.13121
C -2.95019 2.59894 -0.29025
Cl -2.81653 3.35931 -1.77830
*
```

Summary:
E_HOMO (spin up / spin down) in eV: -11.71 / -11.73
LUMO (spin up / spin down) in hartree: -0.139 / -0.143
Gap between HOMO and LUMO (spin up / spin down) in hartree: 0.2916 / 0.2881
⟨S²⟩: 2.022

How positive or negative is each atom? The Löwdin charges in e answer that: 1.12 -0.10 -0.19 -0.13 -0.13 -0.29 0.04 0.00 -0.01 -0.08 -0.01 0.15 0.14 0.13 0.14 0.14 0.14 0.13 0.13 0.12 0.12 0.11 0.76 -0.73 -0.69 0.72 -0.60 0.74 -0.33 -0.17 -0.35 -0.18 -0.66 0.81

---

Entry 2:
Molecular formula: C14H11F3N2O2S
Method: DFT, ωB97M-V/def2-TZVPD

The geometry in ORCA input format:
```
! wB97M-V def2-TZVPD RIJCOSX def2/J DEFGRID3
* xyz 0 1
O 2.62226 1.08967 -3.95445
C 3.28920 1.16049 -2.91003
C 4.35994 2.11546 -2.70968
C 4.54527 2.21706 -1.20661
C 4.04197 0.82041 -0.74851
S 3.15504 0.79252 0.89851
C 1.70695 -0.01600 0.20481
C 0.60142 -0.41492 0.93036
N -0.50387 -0.80733 0.24216
C -1.75925 -1.00782 0.78041
C -2.70857 -1.59192 -0.02169
C -3.96654 -1.60255 0.41405
C -4.31811 -1.13766 1.73709
C -5.74305 -1.18872 2.25176
F -5.91392 -0.16986 3.06749
F -5.88413 -2.26630 3.01152
F -6.60041 -1.07735 1.27306
C -3.26400 -0.65894 2.47482
C -1.97291 -0.58580 2.06421
C 1.89844 -0.00490 -1.26889
O 1.10152 -0.51541 -2.14158
N 3.15141 0.35807 -1.79808
H 4.16257 3.09082 -3.15475
H 5.37890 1.77557 -3.13406
H 5.57675 2.30935 -0.94455
H 3.85304 3.09399 -0.79088
H 4.94776 0.09004 -0.74649
H 0.73518 -0.51418 2.01219
H -0.36508 -1.21215 -0.68852
H -2.41538 -1.89491 -0.95646
H -4.86120 -1.98921 -0.23388
H -3.57083 -0.32128 3.48562
H -1.28037 0.06378 2.56104
*
```

Summary:
E_HOMO in eV: -7.89
Structure (SMILES): O=C1CC[C@H]2S/C(=C/Nc3ccc(C(F)(F)F)cc3)C(=O)N12
LUMO in hartree: -0.017
Gap between HOMO and LUMO in hartree: 0.2733
Energy above the lowest of the compared OMol25 structures with the same formula, charge and spin in kcal per mole: 40.5

How positive or negative is each atom? The Löwdin charges in e answer that: 0.10 -0.42 -0.11 -0.17 -0.51 0.95 -0.41 -0.09 0.07 -0.25 -0.03 0.00 -0.10 -0.67 0.15 0.17 0.18 -0.04 -0.02 -0.34 0.04 0.03 0.13 0.17 0.09 0.16 0.15 0.13 0.14 0.10 0.16 0.14 0.11

---

Entry 3:
Molecular formula: C14H11F3N3O4
Method: DFT, ωB97M-V/def2-TZVPD

The geometry in ORCA input format:
```
! wB97M-V def2-TZVPD RIJCOSX def2/J DEFGRID3
* xyz -1 1
F 0.73740 -6.37826 -2.80802
C -0.31860 -5.71107 -2.24995
F -1.42576 -6.05213 -2.97682
F -0.49144 -6.23113 -0.98686
C -0.10556 -4.22298 -2.22022
C -1.20803 -3.37688 -2.27340
C -1.01797 -2.01144 -2.09140
C 0.29175 -1.46276 -1.96836
C 0.49144 -0.04461 -1.73186
C 1.79470 0.46451 -1.95591
N 2.84355 0.95926 -2.13913
C 1.39065 -2.36401 -1.98133
C 1.19285 -3.73453 -2.14140
H -2.19733 -3.80472 -2.39492
H -1.89174 -1.35905 -2.05034
H -0.39033 0.58958 -1.84252
H 2.41497 -2.00478 -1.84793
H 2.03430 -4.41752 -2.15145
C 2.70078 4.96508 1.89590
O 1.91388 3.85348 1.44275
C 0.90325 3.66823 2.34391
O 0.86014 4.33918 3.37205
C -0.04921 2.63072 1.91115
C -1.31452 2.45434 2.66332
O -1.63445 2.99045 3.71059
O -2.15916 1.58177 2.03242
C -3.40365 1.54850 2.74789
N 0.21693 1.85228 0.79820
N 0.28346 0.94224 0.09273
H 3.49481 5.07928 1.16184
H 2.09066 5.87931 1.96450
H 3.10833 4.76746 2.89763
H -4.03102 0.84529 2.20434
H -3.25243 1.21947 3.78729
H -3.87265 2.54542 2.78530
*
```

Summary:
E_HOMO in eV: -2.95
LUMO in hartree: 0.083
Gap between HOMO and LUMO in hartree: 0.1910

How positive or negative is each atom? The Löwdin charges in e answer that: 0.09 -0.53 0.09 0.09 -0.19 -0.05 -0.05 -0.24 -0.25 -0.36 0.06 -0.04 -0.04 0.11 0.10 0.09 0.10 0.11 -0.07 -0.05 -0.45 0.07 -0.05 -0.45 0.09 -0.06 -0.07 0.13 0.28 0.09 0.10 0.09 0.09 0.10 0.10

---

Entry 4:
Molecular formula: C14H11N2O5
Method: DFT, ωB97M-V/def2-TZVPD

The geometry in ORCA input format:
```
! wB97M-V def2-TZVPD RIJCOSX def2/J DEFGRID3
* xyz -1 1
C -0.55101 -1.71546 -4.10803
C -1.17542 -0.49400 -3.80661
C -1.51879 -0.20244 -2.48582
C -1.26374 -1.12084 -1.45041
C -1.84882 -0.89437 -0.08518
O -2.41689 -1.82062 0.48898
C -0.64952 -2.35010 -1.76200
C -0.29390 -2.64164 -3.08317
H -0.27136 -1.94037 -5.13736
H -1.39774 0.22605 -4.60338
H -2.02501 0.73463 -2.23426
H -1.96274 0.20623 0.10267
H -0.48972 -3.08531 -0.96693
H 0.17970 -3.60167 -3.31896
O 3.92968 0.20779 2.76501
N 3.66279 1.25758 2.13587
O 4.52166 2.12482 1.86023
C 2.31321 1.49929 1.72716
C 1.98679 2.73186 1.13402
C 0.65015 3.01157 0.84665
C -0.35667 2.07253 1.09971
C -0.04416 0.80628 1.67804
C -1.10756 -0.16697 1.87401
N -0.85986 -1.28836 2.68087
O -1.79789 -1.70835 3.40405
O 0.23006 -1.90343 2.58149
C 1.30632 0.54987 2.00086
H 2.78764 3.43565 0.91894
H 0.40097 3.96659 0.38537
H -1.40160 2.27477 0.84676
H -2.11200 0.22621 2.05070
H 1.57541 -0.39778 2.46072
*
```

Summary:
E_HOMO in eV: -3.78
LUMO in hartree: 0.080
Gap between HOMO and LUMO in hartree: 0.2188
Energy above the lowest of the compared OMol25 structures with the same formula, charge and spin in kcal per mole: 17.0

How positive or negative is each atom? The Löwdin charges in e answer that: -0.10 -0.10 -0.05 -0.16 -0.28 0.01 -0.02 -0.09 0.09 0.10 0.11 0.09 0.12 0.10 0.05 -0.32 0.02 -0.17 -0.04 -0.10 -0.04 -0.18 -0.15 -0.41 -0.03 -0.04 0.06 0.10 0.09 0.10 0.13 0.10

---

Entry 5:
Molecular formula: C14H11N3O
Method: DFT, ωB97M-V/def2-TZVPD

The geometry in ORCA input format:
```
! wB97M-V def2-TZVPD RIJCOSX def2/J DEFGRID3
* xyz 0 1
C -1.74034 -1.96566 -1.76064
N -2.45403 -2.05985 -0.51421
C -2.59280 -1.10476 0.42630
O -3.22608 -1.29574 1.44596
C -1.95912 0.22366 0.13851
C -2.72680 1.35104 0.05019
C -2.14533 2.62302 -0.13913
C -0.79366 2.76967 -0.21066
C 0.04787 1.63556 -0.09370
N 1.36823 1.79105 -0.14534
C 2.12751 0.70627 -0.01813
C 3.53938 0.82434 -0.05719
C 4.31767 -0.28532 0.06868
C 3.73924 -1.56410 0.23841
C 2.38769 -1.72158 0.27928
C 1.54035 -0.59277 0.15379
N 0.21972 -0.75133 0.19040
C -0.53993 0.33523 0.07835
H -0.69994 -2.28444 -1.65001
H -1.75050 -0.93485 -2.11277
H -2.22936 -2.59483 -2.50424
H -2.81285 -2.96848 -0.25586
H -3.80073 1.26494 0.12556
H -2.79250 3.48382 -0.21867
H -0.32468 3.73200 -0.34397
H 3.95928 1.80984 -0.18499
H 5.39411 -0.20051 0.04161
H 4.38939 -2.42097 0.33722
H 1.92598 -2.68761 0.41375
*
```

Summary:
E_HOMO in eV: -8.61
Structure (SMILES): CNC(=O)c1cccc2nc3ccccc3nc12
LUMO in hartree: -0.040
Gap between HOMO and LUMO in hartree: 0.2769
Energy above the lowest of the compared OMol25 structures with the same formula, charge and spin in kcal per mole: 0.0

How positive or negative is each atom? The Löwdin charges in e answer that: -0.08 0.03 -0.48 0.07 -0.09 0.00 -0.06 -0.01 -0.20 0.18 -0.21 -0.01 -0.08 -0.07 -0.01 -0.20 0.20 -0.15 0.07 0.09 0.08 0.15 0.12 0.11 0.11 0.11 0.10 0.10 0.11

---

Entry 6:
Molecular formula: C14H11N3S
Method: DFT, ωB97M-V/def2-TZVPD

The geometry in ORCA input format:
```
! wB97M-V def2-TZVPD RIJCOSX def2/J DEFGRID3
* xyz 0 1
C -1.36396 4.11711 -1.11298
C -1.03717 2.96167 -2.03876
C -0.74367 1.71330 -1.19518
C -1.82335 0.90248 -0.83669
C -1.66435 -0.32739 -0.08014
S -3.07905 -1.22523 0.26855
N -0.34515 -0.75045 0.20322
C 0.74432 0.05330 -0.12897
N 1.88501 -0.57154 0.30821
C 1.55486 -1.80710 0.86511
C 2.28370 -2.84603 1.42443
C 1.59971 -3.95585 2.00267
C 0.21009 -4.01229 2.05284
C -0.52212 -2.95550 1.48696
C 0.17265 -1.88462 0.87404
C 0.58924 1.24487 -0.77864
C 1.76861 2.00320 -0.99072
N 2.73716 2.58085 -1.23756
H -0.52067 4.23354 -0.44809
H -1.53087 5.06053 -1.65664
H -2.26060 3.87841 -0.51673
H -0.23507 3.21133 -2.69824
H -1.93941 2.73305 -2.62297
H -2.80959 1.22870 -1.14885
H 2.82743 -0.27452 0.03104
H 3.36665 -2.77662 1.45299
H 2.10712 -4.75672 2.47328
H -0.35390 -4.80771 2.49481
H -1.61761 -2.97076 1.55298
*
```

Summary:
E_HOMO in eV: -7.77
Structure (SMILES): CCc1cc(=S)n2c([nH]c3ccccc32)c1C#N
LUMO in hartree: -0.012
Gap between HOMO and LUMO in hartree: 0.2736
Energy above the lowest of the compared OMol25 structures with the same formula, charge and spin in kcal per mole: 1.2

How positive or negative is each atom? The Löwdin charges in e answer that: -0.09 -0.20 -0.13 -0.08 -0.66 0.61 0.07 -0.16 0.18 -0.18 0.00 -0.07 -0.08 -0.01 -0.13 -0.12 -0.21 0.16 0.07 0.08 0.09 0.10 0.11 0.10 0.18 0.11 0.09 0.10 0.05